7 unconnected molecules or ions with the total composition C4H24N2O7, computed with ωB97M-V with the def2-TZVPD basis set.

XYZ file:
```
37
C4H24N2O7 (ωB97M-V with the def2-TZVPD basis set)
N -2.236 -0.296 -2.865
C -1.585 0.929 -2.347
C -0.068 0.708 -1.969
N 0.258 0.992 -0.563
C 1.668 1.346 -0.374
C 1.861 2.194 0.869
O 1.381 1.528 2.044
H -1.869 -0.513 -3.792
H -1.923 -1.073 -2.309
H -2.131 1.065 -1.415
H -1.722 1.804 -2.972
H 0.075 -0.362 -2.147
H 0.519 1.252 -2.706
H 0.150 0.142 -0.025
H 2.288 0.441 -0.323
H 2.068 1.952 -1.191
H 2.912 2.314 1.092
H 1.277 3.110 0.757
H 0.437 1.360 2.067
O -0.320 -1.917 0.309
H -0.236 -1.905 -0.648
H 0.366 -2.438 0.720
O -1.510 3.351 -0.390
H -1.164 3.668 0.448
H -1.087 2.482 -0.533
O 2.572 -1.993 2.347
H 2.600 -1.063 2.608
H 1.945 -2.390 2.962
O -3.430 -2.763 0.512
H -2.593 -2.385 0.224
H -4.098 -2.086 0.373
O -1.412 -0.345 3.211
H -0.643 0.121 3.548
H -1.393 -0.329 2.250
O 2.335 -2.888 -0.336
H 1.937 -3.605 0.173
H 2.768 -2.407 0.389
```

Output
Gap between HOMO and LUMO   9.61 eV
Relative energy (zero: lowest compared OMol25 entry of this formula, charge and spin)   2.340 eV
LUMO   0.0001 Ha
2S+1   1
SMILES   NCCNCCO.O.O.O.O.O.O
Total charge   0

=====

2 unconnected molecules or ions with the total composition CHBrClNO, computed with ωB97M-V with the def2-TZVPD basis set.

XYZ file:
```
6
CHBrClNO (ωB97M-V with the def2-TZVPD basis set)
C 0.153 -0.160 -0.178
N -0.023 1.204 0.023
O -0.883 1.542 0.798
Cl 1.813 -0.533 0.302
Br -1.191 -1.336 0.665
H 0.130 -0.717 -1.610
```

Output
Gap between HOMO and LUMO   8.78 eV
Relative energy (zero: lowest compared OMol25 entry of this formula, charge and spin)   4.175 eV
LUMO   -0.0568 Ha
2S+1   1
Total charge   0

=====

A molecular structure, C23H23BrClCoN6P, computed with ωB97M-V with the def2-TZVPD basis set.

XYZ file:
```
56
C23H23BrClCoN6P (ωB97M-V with the def2-TZVPD basis set)
Co -0.352 -0.209 -1.096
C -0.506 4.075 2.331
N -1.098 3.041 1.469
C -2.303 3.138 0.823
C -2.301 2.158 -0.159
N -1.086 1.504 -0.116
C -0.354 2.069 0.841
P 1.266 1.365 1.470
C 2.054 1.500 -0.145
N 1.687 0.810 -1.219
C 2.617 1.126 -2.232
C 3.485 2.087 -1.720
N 3.150 2.295 -0.410
C 3.749 3.293 0.489
C 1.021 -0.401 1.695
N 0.490 -1.209 0.811
C 0.788 -2.496 1.222
C 1.584 -2.462 2.312
N 1.725 -1.104 2.599
C 2.704 -0.637 3.623
H 0.456 4.333 1.975
H -0.433 3.743 3.411
H -1.162 4.913 2.378
H -3.047 3.858 1.021
H -2.962 1.912 -0.903
H 2.551 0.683 -3.227
H 4.276 2.580 -2.267
H 4.761 3.063 0.580
H 3.308 3.182 1.517
H 3.652 4.305 0.104
H 0.515 -3.388 0.706
H 1.938 -3.154 3.030
H 3.076 0.360 3.347
H 3.515 -1.321 3.636
H 2.104 -0.622 4.561
Br -0.242 0.078 -3.764
C -1.228 -1.558 -3.910
C -1.210 -2.071 -5.172
C -2.017 -3.268 -5.303
C -2.751 -3.778 -4.325
C -2.630 -3.249 -2.997
C -3.221 -3.925 -1.977
C -3.002 -3.520 -0.682
C -2.292 -2.324 -0.448
C -1.764 -1.543 -1.476
C -1.916 -2.071 -2.791
H -0.703 -1.650 -6.048
H -1.918 -3.797 -6.279
H -3.466 -4.612 -4.593
H -3.885 -4.780 -2.138
H -3.571 -3.954 0.168
H -2.140 -2.093 0.600
Cl -0.683 -0.451 5.291
C -0.736 1.075 4.499
H -1.716 1.346 4.141
H 0.225 1.753 4.748
```

Output
Gap between HOMO and LUMO (alpha / beta)   7.73 / 6.97 eV
Relative energy (zero: lowest compared OMol25 entry of this formula, charge and spin)   2.019 eV
LUMO (alpha / beta)   -0.0851 / -0.1143 Ha
2S+1   5
Total charge   +1

=====

C7H14ClNSi in the gas phase, computed with ωB97M-V with the def2-TZVPD basis set.

XYZ file:
```
24
C7H14ClNSi (ωB97M-V with the def2-TZVPD basis set)
C -1.157 1.844 -2.174
C -1.534 1.392 -0.977
Si -0.846 -0.086 -0.070
C -0.999 -1.814 -1.049
C -0.303 -1.953 -2.185
C -1.981 -0.114 1.447
Cl -3.678 -0.343 0.856
N 0.791 0.137 0.445
C 1.794 -0.903 0.446
C 1.249 1.301 1.149
H -1.673 2.772 -2.573
H -0.386 1.389 -2.790
H -2.296 1.989 -0.540
H -1.758 -2.569 -0.815
H -0.353 -2.875 -2.728
H 0.227 -1.149 -2.744
H -1.630 -0.914 2.155
H -2.138 0.766 2.088
H 2.427 -0.701 -0.509
H 2.526 -0.885 1.273
H 1.285 -1.779 0.469
H 2.423 1.588 0.871
H 0.747 2.226 1.110
H 1.333 1.004 2.261
```

Output
Gap between HOMO and LUMO   9.33 eV
Relative energy (zero: lowest compared OMol25 entry of this formula, charge and spin)   0.000 eV
LUMO   0.0320 Ha
2S+1   1
SMILES   C=C[Si](C=C)(CCl)N(C)C
Total charge   0